Computed, not measured: a structure of composition C31H28AgAs2IN, with ωB97M-V/def2-TZVPD.

The frontier orbital gap is 7.7 eV. Its charge is +1.

The geometry in XYZ format:
```
64
Properties=species:S:1:pos:R:3:forces:R:3:nbo_charge:R:1
Ag -3.0486 0.1232 -0.0045 0.28 0.18 -0.07 0.6492
C 0.2132 1.5789 -0.3495 -0.03 -0.28 -0.01 -0.7065
C 0.3483 0.1466 -0.8924 -0.21 0.15 0.15 -0.7295
As 1.1374 -1.1477 0.4002 0.12 0.12 -0.15 0.8999
C 0.9930 -2.7689 -0.6866 0.02 -0.02 0.09 -0.3452
C 0.0636 -2.9623 -1.7016 -0.03 0.19 0.02 -0.1871
C 0.0082 -4.1696 -2.3867 -0.02 -0.04 -0.02 -0.2162
C 0.8772 -5.1975 -2.0585 0.01 -0.03 0.00 -0.2085
C 1.7981 -5.0213 -1.0328 -0.02 -0.01 -0.02 -0.1972
C 1.8477 -3.8185 -0.3489 0.00 0.12 0.02 -0.2099
C 2.9915 -0.6912 -0.0548 -0.04 0.04 0.02 -0.3453
C 3.7944 -0.0788 0.9018 -0.20 -0.04 0.10 -0.2326
C 5.0746 0.3523 0.5797 0.08 0.01 -0.04 -0.1966
C 5.5630 0.1668 -0.7042 0.01 0.00 0.02 -0.1997
C 4.7753 -0.4599 -1.6622 0.01 -0.01 -0.02 -0.2235
C 3.4983 -0.8871 -1.3379 -0.08 -0.04 0.01 -0.1680
As -1.3248 1.7809 0.8613 0.20 -0.15 0.12 0.8298
C -0.7403 1.0721 2.5620 -0.05 -0.07 -0.06 -0.2521
C 0.4059 1.5598 3.1801 0.07 0.04 -0.14 -0.2507
C 0.8559 0.9806 4.3539 0.01 -0.02 0.04 -0.1885
C 0.1510 -0.0739 4.9220 -0.02 -0.02 0.05 -0.1852
C -1.0119 -0.5399 4.3284 -0.01 0.00 0.04 -0.2016
C -1.4551 0.0339 3.1464 0.06 0.07 -0.16 -0.2384
C -1.3352 3.6804 1.2523 -0.14 0.01 -0.10 -0.2419
C -1.7509 4.1099 2.5100 -0.01 -0.15 -0.05 -0.2477
C -1.7385 5.4597 2.8201 -0.02 0.06 0.03 -0.1858
C -1.3194 6.3886 1.8777 0.02 -0.03 -0.02 -0.1891
C -0.9155 5.9645 0.6205 0.00 0.05 0.01 -0.1978
C -0.9281 4.6142 0.3055 0.00 -0.15 -0.08 -0.2469
H 0.0202 2.2545 -1.1844 0.00 0.07 0.04 0.2316
H 1.1216 1.9237 0.1494 -0.03 0.00 0.04 0.2421
H 0.9734 0.1529 -1.7854 0.03 -0.04 -0.02 0.2371
H -0.6423 -0.2185 -1.1855 0.06 -0.03 0.00 0.2048
H -0.6233 -2.1671 -1.9709 0.08 -0.11 0.01 0.1847
H -0.7120 -4.3066 -3.1844 -0.01 0.01 0.00 0.2083
H 0.8405 -6.1336 -2.6001 -0.01 0.00 0.01 0.2211
H 2.4762 -5.8224 -0.7693 0.00 0.00 0.01 0.2234
H 2.5667 -3.6764 0.4512 0.03 -0.08 -0.03 0.2187
H 3.4116 0.0546 1.9085 0.03 0.04 0.00 0.2162
H 5.6931 0.8293 1.3290 -0.02 -0.01 0.01 0.2192
H 6.5605 0.5006 -0.9584 0.00 0.00 0.00 0.2219
H 5.1600 -0.6176 -2.6617 0.00 -0.01 0.01 0.2198
H 2.8908 -1.3918 -2.0817 0.03 0.02 -0.03 0.2074
H 0.9518 2.3837 2.7334 0.02 0.00 0.05 0.2215
H 1.7545 1.3486 4.8316 0.00 0.01 -0.02 0.2256
H 0.5056 -0.5276 5.8382 0.00 0.01 0.00 0.2269
H -1.5731 -1.3434 4.7867 0.02 -0.02 -0.02 0.2251
H -2.3523 -0.3326 2.6578 -0.03 -0.05 0.09 0.2016
H -2.0722 3.3856 3.2490 0.02 0.04 0.04 0.2241
H -2.0522 5.7891 3.8020 -0.01 -0.02 -0.01 0.2257
H -1.3058 7.4422 2.1228 0.00 0.00 0.01 0.2272
H -0.5850 6.6848 -0.1160 -0.01 0.00 -0.01 0.2261
H -0.6142 4.2941 -0.6805 0.01 0.06 0.01 0.2120
I -4.6467 -2.2996 0.0338 0.06 0.14 -0.21 0.2196
C -4.0472 -1.9999 -1.9717 -0.06 -0.11 0.06 0.1024
C -4.7115 -2.6253 -3.0089 -0.01 -0.04 0.03 -0.2781
C -4.2546 -2.3721 -4.2944 0.02 0.00 0.04 -0.1239
C -3.1629 -1.5363 -4.4766 0.00 -0.03 -0.01 -0.2296
C -2.5772 -0.9579 -3.3646 0.00 0.03 -0.08 0.0502
N -3.0207 -1.1767 -2.1241 -0.25 0.09 0.26 -0.5538
H -5.5531 -3.2747 -2.8187 0.01 -0.01 -0.03 0.2498
H -4.7496 -2.8270 -5.1418 0.02 -0.01 0.00 0.2428
H -2.7771 -1.3334 -5.4652 0.02 0.02 0.02 0.2438
H -1.7217 -0.2989 -3.4506 -0.03 0.03 -0.03 0.2173
```
Forces are in eV/Å.


Computed, not measured: an isolated molecule of C2H3N3O at a distorted geometry, with ωB97M-V/def2-TZVPD.

The frontier orbital gap is 11.1 eV. Its charge is 0.

The geometry in XYZ format:
```
9
Properties=species:S:1:pos:R:3:forces:R:3:nbo_charge:R:1
N -1.9997 1.6079 0.1583 0.58 -0.79 -0.64 -0.3622
C -1.4130 0.6510 -0.1495 -0.32 4.46 0.25 0.3536
N -0.8205 -0.5044 -0.3456 -4.31 -1.88 1.87 -0.6621
C 0.5265 -0.7737 -0.0197 0.62 -0.39 0.67 0.7807
N 1.3079 0.3341 0.0191 -0.11 -0.06 -0.21 -0.8276
O 0.8926 -1.9026 0.1786 -0.01 0.16 -0.20 -0.5749
H -1.7069 -0.8710 0.2964 3.49 -1.56 -1.79 0.4633
H 2.2979 0.2006 -0.0930 -0.03 0.05 0.18 0.4190
H 0.9153 1.2580 -0.0444 0.09 0.01 -0.12 0.4102
```
Forces are in eV/Å.


We obtain E_HOMO values of -10.6, -10.8 eV for the records listed above, in that order.
We obtain ΔE to the lowest compared entry with this formula, charge and spin values of 0.0000, 1.2215 eV for the records listed above, in that order.